[1]
A structure of composition C58H77F6N10O6S2 at a distorted geometry. Source: the Open Molecules 2025 dataset; level of theory: the ωB97M-V functional and the def2-TZVPD basis.

ORCA input file:
```
! wB97M-V def2-TZVPD RIJCOSX def2/J DEFGRID3
* xyz 7 1
H 1.29915 1.17888 -4.13313
C -5.80363 3.77585 1.03129
H 1.43193 -0.56812 -4.22955
C 1.07179 -0.98748 -1.52084
H 2.91819 -0.23948 -0.65413
H 1.68058 -1.63674 -2.16531
C -2.27623 4.18922 -0.20921
H -5.02153 -7.98848 -3.82843
H 1.20580 -2.38832 0.85675
H 2.79119 -2.72224 7.07840
F -3.06557 0.98975 -9.26025
C 0.64144 -4.95889 5.74453
H 2.67469 4.51867 3.30770
C 1.93649 -0.59512 -0.31031
H 5.58973 10.12802 6.27019
N 1.92252 -5.90963 7.51685
C 0.11736 4.72912 -0.41676
N 4.92146 2.21779 2.42377
H 1.04285 -0.01407 -6.56565
H 5.78202 1.07399 -6.17414
F -0.97458 1.24882 -4.81684
H -6.09052 -10.37424 -4.14798
N 2.78975 0.52801 -5.57310
H -7.49005 -12.06559 -2.17920
H 3.04853 -7.25067 8.88063
H -1.30609 6.08747 0.20765
H -4.63195 -3.80239 -1.00241
C -5.66427 -9.98375 -3.23427
H -7.96350 5.99627 1.90095
H 3.18091 2.56885 -5.44899
C 3.79328 1.66852 -5.41879
C 1.71204 3.32411 -1.58686
H -5.42189 -11.28593 -0.18520
H -0.84155 -2.08016 6.56184
H 5.09235 1.08511 0.71599
H 0.89304 5.47776 -0.36094
C 3.69292 2.74171 2.71969
H 2.17693 0.88390 -7.62563
F -2.45737 -0.31009 -4.80378
H 6.99892 4.44339 3.65821
H 2.65911 -1.65620 1.47562
H -6.54499 3.02085 1.24554
C 4.81831 4.70191 3.53917
C -4.69615 -5.94619 -1.23692
H 6.97263 2.32919 2.51665
H 1.24288 1.75676 -6.37292
C 1.61555 -1.95489 4.21251
C -6.43604 -12.15004 -2.44084
C -3.63188 4.54707 0.27629
H -4.21940 -9.11790 0.16882
H 1.98163 2.27465 -1.49111
H 2.92510 2.03760 2.41519
H -6.28232 -12.42512 -3.48082
H 3.14399 5.76076 5.51876
H 0.30792 -1.76012 -1.35826
C 0.82760 -2.53084 5.19825
H 6.28684 9.20116 3.91510
H 3.95196 -1.09494 -4.87769
H 0.65023 -0.14268 -2.05813
H -0.34491 1.77471 -1.70464
H -3.45431 6.64244 0.09905
H 4.67511 10.77106 4.81743
C -2.54209 -6.86305 -1.74285
C -4.46574 3.52867 0.74397
H 0.32455 -6.85402 6.40078
C 1.14753 -0.80572 3.55035
C 4.93910 1.73409 -6.39828
C -5.09853 -8.72139 -3.03734
H 2.62467 -2.25289 3.96581
C 0.88453 -5.97082 6.68157
F -1.58283 1.07940 -7.75199
C -2.23676 -3.19400 -1.19354
C 3.63782 4.03040 3.25400
O -4.81642 1.52406 -4.01718
H 4.91996 2.45994 -8.27360
C 1.99643 0.35989 -4.28670
C 2.36862 -3.68890 6.83794
H 6.44336 6.70925 3.01009
H 1.44571 -7.82836 8.28515
H -1.65333 -0.33823 5.29804
H 3.81436 10.26015 6.22342
H -4.21109 2.48485 0.62401
H -0.66827 1.82462 4.15015
O -3.17869 3.11624 -3.35331
H 2.76314 -1.52568 -6.12858
H -2.89122 -2.50047 -1.72987
H -5.76382 -5.91630 -1.40941
C -0.29174 -1.84328 5.66153
C 4.77925 6.09822 4.13571
H -6.02725 -12.94852 -1.82489
C -4.67181 -9.35841 -0.78450
C 6.05758 2.85414 2.75820
C -1.95580 -5.61675 -1.49451
C 2.68493 -4.80287 7.58812
C -2.66292 1.70679 -8.21824
H 2.70813 0.25988 -3.46656
F -1.83874 0.55985 -2.94735
C -4.06809 -4.72137 -1.06949
C -0.65160 2.69188 -1.22826
H 5.77503 0.31559 2.24060
N -5.77891 -10.83791 -2.21285
C 4.70768 10.05574 5.63809
C -0.41208 1.09540 3.38863
N -6.24452 5.04140 1.02946
C -7.70562 5.36216 1.05377
H 1.65743 -0.25478 2.76563
H 2.34050 3.88315 -0.89300
N 4.68198 8.69745 5.04880
F -2.44471 2.94974 -8.59287
H -0.19627 -5.00777 5.06594
N -0.00464 -0.21849 3.95396
N -3.53802 2.82585 -5.82029
C 5.73361 7.03945 3.75677
C 4.97057 0.88484 1.77832
S -3.57930 2.17210 -4.38338
S -4.11300 1.73890 -7.00961
C 3.84222 7.78722 5.57570
H -1.07129 0.97159 2.53363
C 3.49165 -0.78315 -5.81214
C -4.54153 -8.39733 -1.79363
C -0.69259 -0.72390 4.98012
O -5.21478 2.31370 -7.73221
C 1.73336 0.82321 -6.63492
N -2.73190 -4.56332 -1.20972
H -2.15455 -2.73657 -0.20960
H 4.09107 0.25928 1.91218
H -8.26846 4.46680 1.31940
C -3.90126 -7.05983 -1.53857
C -1.92771 2.94677 -0.77174
C -4.14289 5.83583 0.31188
C 2.03942 -6.97045 8.58842
H 3.54812 -4.92831 8.22816
H 5.43067 2.69568 -6.20402
C 3.85511 6.46762 5.11654
H -5.78734 7.11301 0.81479
N 0.34618 3.58019 -1.09133
C -1.17015 5.04249 -0.04602
C 1.32536 -3.74203 5.93242
O 4.53387 1.75789 -7.74181
H -1.36235 -3.03549 -1.82246
O -4.31638 0.37640 -6.61268
H 3.19123 8.08789 6.38314
C -5.34141 -10.54630 -0.96742
H -0.89568 -5.41139 -1.52449
H 2.63314 -2.61542 -0.03677
H 0.50671 1.46673 2.92975
H -7.94816 5.71144 0.05582
H 1.86160 3.81088 -2.54904
C -2.12587 0.84518 -4.24752
H 1.55778 -6.57963 9.48560
H -2.70771 2.21584 -0.92691
C 6.02786 4.09330 3.33127
H -1.88084 -7.70713 -1.88577
H 4.22867 1.57216 -4.42340
H 4.21341 -0.58907 -6.60173
C -5.44074 6.09274 0.73948
O 1.41502 0.54934 0.37405
C 2.11182 -1.85339 0.55062
C 5.68072 8.35240 4.20078
*
```

Values from the calculation:
LUMO energy (eV): -14.03
Orbital gap (hartree): 0.1684

=====

[2]
A structure of composition C6H3NO3PdS at a distorted geometry. Source: the Open Molecules 2025 dataset; level of theory: the ωB97M-V functional and the def2-TZVPD basis.

ORCA input file:
```
! wB97M-V def2-TZVPD RIJCOSX def2/J DEFGRID3
* xyz 2 3
H -0.01827 -2.48889 0.17379
O -2.73326 -0.58795 -2.48161
C -0.01049 -1.78402 1.04111
Pd 0.00117 -0.83520 -1.24303
C 1.69381 -0.51864 -1.98841
C -1.70656 -0.52444 -1.99160
O 0.00048 4.95431 -2.72054
C 0.00049 3.84612 -3.01670
H 0.01036 -0.09896 4.13603
C 0.00474 -0.46025 3.12689
O 2.74475 -0.59658 -2.48700
S -0.00902 -2.18498 2.72471
H 0.01488 1.42604 1.88116
N -0.00067 -0.48930 0.86218
C 0.00757 0.34277 1.98303
*
```

Values from the calculation:
LUMO energy (alpha / beta) (eV): -9.15 / -13.37
Orbital gap (alpha / beta) (hartree): 0.3305 / 0.1753

=====

| no. | electronic energy (eV) |
| --- | --- |
| 1 | -126476.144 |
| 2 | -28195.261 |